Here is a structure of composition C29H20F9N3PRuS2 from the Open Molecules 2025 dataset. Energies are from ωB97M-V/def2-TZVPD.

Output
E = -3411.74985 a.u.
LUMO (alpha / beta) = -10.799 / -12.803 eV
E_HOMO (alpha / beta) = -16.871 / -17.723 eV
2S+1 = 5
Largest force on an atom = 0.009 hartree/bohr
Expectation value of S² = 6.0961
Total charge = +3

Last column: Löwdin charge in e.
Geometry (Å):
Ru1 0.35 0.84 0.18  1.014
C1 4.61 0.47 3.42  -0.299
S1 2.94 0.40 4.06  1.182
C2 1.95 0.53 2.70  -1.009
S2 2.45 0.60 1.04  0.725
N1 0.66 0.43 3.08  -0.006
N2 -0.20 0.44 2.06  -0.184
C3 -1.46 0.13 2.32  0.054
C4 -2.32 -0.04 1.19  -0.243
C5 -3.67 -0.35 1.32  0.069
C6 -4.42 -0.57 0.16  0.037
C7 -3.79 -0.47 -1.06  0.036
C8 -2.42 -0.16 -1.12  -0.073
N3 -1.70 0.06 -0.03  -0.012
H1 5.23 0.71 4.28  0.075
H2 4.70 1.23 2.65  0.052
H3 4.89 -0.51 3.03  0.086
H4 -1.77 -0.04 3.34  0.169
H5 -4.11 -0.43 2.30  0.147
H6 -5.47 -0.81 0.23  0.146
H7 -4.33 -0.65 -1.98  0.139
H8 -1.92 -0.09 -2.07  0.124
F1 -0.54 9.29 1.78  0.181
C9 0.61 8.62 1.82  -0.599
F2 1.52 9.31 1.11  0.179
F3 1.03 8.55 3.08  0.168
C10 0.44 7.24 1.22  -0.063
C11 0.71 6.10 1.96  0.027
C12 0.52 4.86 1.39  -0.067
C13 0.07 4.77 0.07  -0.379
C14 -0.20 5.92 -0.68  -0.042
C15 -0.02 7.16 -0.10  0.037
P1 -0.16 3.17 -0.69  1.068
C16 1.28 2.65 -1.64  -0.384
C17 2.40 3.47 -1.78  -0.015
C18 3.57 2.93 -2.29  0.068
C19 3.66 1.58 -2.61  -0.063
C20 2.57 0.75 -2.46  0.014
C21 1.37 1.28 -1.97  -0.243
C22 4.98 1.03 -3.11  -0.600
F4 5.85 1.02 -2.09  0.172
F5 5.47 1.80 -4.07  0.195
F6 4.85 -0.21 -3.56  0.177
C23 -1.66 3.07 -1.65  -0.379
C24 -2.86 3.34 -0.99  -0.066
C25 -4.06 3.17 -1.66  0.020
C26 -4.05 2.73 -2.98  -0.081
C27 -2.86 2.50 -3.65  0.030
C28 -1.66 2.67 -2.99  -0.057
C29 -5.39 2.49 -3.65  -0.597
F7 -6.06 3.63 -3.78  0.197
F8 -6.12 1.66 -2.89  0.144
F9 -5.24 1.93 -4.85  0.175
H9 1.04 6.20 2.98  0.135
H10 0.71 3.96 1.97  0.095
H11 -0.57 5.84 -1.69  0.127
H12 -0.22 8.06 -0.66  0.148
H13 2.35 4.51 -1.50  0.127
H14 4.44 3.57 -2.43  0.154
H15 2.63 -0.30 -2.73  0.146
H16 0.47 0.64 -2.02  0.096
H17 -2.86 3.70 0.04  0.123
H18 -5.00 3.38 -1.16  0.145
H19 -2.88 2.20 -4.69  0.141
H20 -0.73 2.51 -3.52  0.118

Here is a cluster of 8 separate species, C48H80 in total at a distorted geometry from the Open Molecules 2025 dataset. Energies are from ωB97M-V/def2-TZVPD.

Output
E = -1876.89976 a.u.
SMILES = c1ccccc1.c1ccccc1.c1ccccc1.c1ccccc1.CCCCCC.CCCCCC.CCCCCC.CCCCCC
LUMO = 0.671 eV
E_HOMO = -9.225 eV
Largest force on an atom = 0.045 hartree/bohr

Last column: Löwdin charge in e.
Geometry (Å):
C1 3.58 -4.69 -4.14  -0.098
C2 2.79 -5.16 -5.17  -0.100
C3 1.45 -4.77 -5.26  -0.091
C4 0.89 -3.99 -4.26  -0.103
C5 1.67 -3.52 -3.22  -0.100
C6 3.00 -3.88 -3.17  -0.098
H1 4.61 -4.97 -4.00  0.101
H2 3.23 -5.84 -5.88  0.100
H3 0.76 -5.20 -5.98  0.100
H4 -0.17 -3.81 -4.34  0.099
H5 1.27 -2.92 -2.42  0.091
H6 3.58 -3.45 -2.36  0.098
C7 2.35 1.70 -4.44  -0.093
C8 3.69 1.43 -4.23  -0.088
C9 4.26 0.29 -4.81  -0.096
C10 3.50 -0.64 -5.50  -0.083
C11 2.13 -0.37 -5.67  -0.087
C12 1.62 0.84 -5.22  -0.099
H7 1.88 2.58 -4.01  0.079
H8 4.35 2.08 -3.67  0.100
H9 5.34 0.22 -4.75  0.097
H10 3.97 -1.51 -5.95  0.099
H11 1.57 -1.01 -6.33  0.102
H12 0.55 0.99 -5.36  0.073
C13 1.42 -0.34 0.43  -0.074
C14 1.21 0.03 -0.90  -0.077
C15 0.27 1.01 -1.20  -0.113
C16 -0.49 1.66 -0.24  -0.107
C17 -0.21 1.36 1.09  -0.085
C18 0.68 0.34 1.39  -0.090
H13 2.19 -1.06 0.68  0.087
H14 1.69 -0.51 -1.71  0.093
H15 0.08 1.16 -2.26  0.090
H16 -1.15 2.45 -0.54  0.090
H17 -0.65 1.93 1.90  0.101
H18 0.92 0.09 2.42  0.090
C19 -2.32 5.75 2.81  -0.105
C20 -3.56 6.13 3.26  -0.096
C21 -4.71 5.75 2.54  -0.081
C22 -4.50 5.02 1.38  -0.103
C23 -3.24 4.64 0.93  -0.098
C24 -2.11 4.98 1.66  -0.087
H19 -1.41 6.03 3.34  0.101
H20 -3.64 6.73 4.16  0.099
H21 -5.65 5.96 3.02  0.100
H22 -5.36 4.58 0.89  0.101
H23 -3.16 4.10 0.00  0.085
H24 -1.10 4.70 1.42  0.085
C25 -2.10 0.98 -5.82  -0.104
C26 -1.99 -0.47 -5.26  -0.260
C27 -3.02 -0.77 -4.17  -0.232
C28 -2.83 0.02 -2.87  -0.224
C29 -3.91 -0.35 -1.84  -0.252
C30 -3.66 0.37 -0.50  -0.109
H25 -1.70 0.88 -6.83  0.071
H26 -1.67 1.70 -5.14  0.037
H27 -3.17 1.15 -6.00  0.077
H28 -2.16 -1.17 -6.07  0.102
H29 -0.99 -0.59 -4.82  0.084
H30 -2.87 -1.82 -3.86  0.105
H31 -4.04 -0.70 -4.56  0.112
H32 -1.85 -0.24 -2.48  0.099
H33 -2.84 1.10 -3.08  0.099
H34 -4.88 -0.03 -2.21  0.106
H35 -3.92 -1.43 -1.69  0.107
H36 -4.41 0.12 0.25  0.068
H37 -2.71 0.03 -0.08  0.060
H38 -3.56 1.44 -0.65  0.055
C31 3.06 -7.07 4.92  -0.111
C32 2.24 -6.33 3.85  -0.270
C33 1.99 -4.85 4.19  -0.223
C34 1.35 -4.10 3.01  -0.221
C35 2.17 -4.12 1.72  -0.260
C36 3.63 -3.65 1.91  -0.112
H39 3.14 -8.13 4.69  0.066
H40 2.59 -6.99 5.90  0.068
H41 4.02 -6.56 5.00  0.069
H42 2.88 -6.37 2.97  0.092
H43 1.32 -6.87 3.59  0.110
H44 2.96 -4.41 4.44  0.102
H45 1.34 -4.78 5.06  0.106
H46 0.42 -4.60 2.73  0.109
H47 1.11 -3.07 3.27  0.097
H48 2.08 -5.11 1.28  0.100
H49 1.80 -3.38 1.00  0.079
H50 3.71 -2.70 2.44  0.072
H51 4.20 -4.40 2.47  0.061
H52 4.16 -3.51 0.97  0.062
C37 -2.37 -3.14 7.33  -0.104
C38 -1.42 -2.67 8.46  -0.261
C39 -0.84 -1.28 8.23  -0.239
C40 0.25 -1.20 7.17  -0.245
C41 0.62 0.22 6.75  -0.266
C42 1.82 0.22 5.80  -0.118
H53 -1.85 -2.87 6.41  0.056
H54 -3.36 -2.70 7.33  0.066
H55 -2.43 -4.23 7.33  0.065
H56 -1.80 -2.88 9.46  0.098
H57 -0.62 -3.42 8.37  0.099
H58 -0.42 -0.83 9.13  0.110
H59 -1.66 -0.59 7.99  0.112
H60 1.16 -1.66 7.58  0.118
H61 0.07 -1.90 6.35  0.099
H62 -0.25 0.73 6.34  0.107
H63 0.92 0.83 7.61  0.108
H64 1.80 1.14 5.20  0.066
H65 2.78 0.16 6.30  0.072
H66 1.70 -0.54 5.02  0.055
C43 -2.71 4.16 -4.00  -0.106
C44 -2.27 5.62 -3.84  -0.255
C45 -0.76 5.75 -4.10  -0.225
C46 0.21 5.00 -3.18  -0.238
C47 0.07 5.27 -1.68  -0.250
C48 1.27 4.73 -0.91  -0.113
H67 -2.12 3.58 -3.27  0.051
H68 -2.32 3.83 -4.96  0.062
H69 -3.75 3.99 -3.76  0.074
H70 -2.80 6.21 -4.59  0.101
H71 -2.49 6.05 -2.86  0.099
H72 -0.43 6.79 -4.02  0.108
H73 -0.57 5.44 -5.13  0.109
H74 0.27 3.92 -3.39  0.081
H75 1.20 5.34 -3.51  0.114
H76 0.17 6.36 -1.64  0.111
H77 -0.89 5.01 -1.22  0.082
H78 1.13 4.60 0.17  0.060
H79 1.45 3.69 -1.23  0.055
H80 2.25 5.17 -1.09  0.075

Here is a cluster of 2 separate species, C27H59N4O3 in total at a distorted geometry from the Open Molecules 2025 dataset. Energies are from ωB97M-V/def2-TZVPD.

Output
E = -1508.43766 a.u.
LUMO = -3.148 eV
E_HOMO = -9.195 eV
Largest force on an atom = 0.097 hartree/bohr
Total charge = +1

Last column: Löwdin charge in e.
Geometry (Å):
C1 -1.97 3.77 1.79  -0.142
O1 -0.75 3.83 2.57  -0.224
C2 0.43 3.88 1.74  -0.225
C3 1.78 3.52 2.58  -0.142
C4 2.63 2.34 1.90  -0.196
C5 4.07 2.79 1.33  -0.194
C6 4.28 2.32 -0.18  -0.224
C7 4.74 0.79 -0.36  -0.184
C8 3.51 -0.23 -0.67  -0.153
C9 3.65 -0.68 -2.23  -0.118
C10 3.34 0.53 -3.22  -0.190
N1 4.37 0.51 -4.31  0.055
C11 4.25 1.75 -5.15  -0.104
C12 2.80 2.33 -5.40  -0.170
N2 1.64 1.73 -4.73  -0.015
C13 1.88 0.54 -3.88  -0.373
C14 0.84 0.69 -2.62  -0.114
C15 0.29 -0.70 -2.05  -0.180
C16 -0.07 -0.46 -0.48  -0.213
C17 -1.39 -1.23 0.00  -0.190
C18 -1.57 -0.90 1.59  -0.249
N3 -1.96 0.57 1.74  -0.024
C19 1.49 -0.77 -4.73  -0.112
C20 1.99 -0.79 -6.25  -0.078
C21 0.99 -0.14 -7.31  -0.385
O2 1.50 0.20 -8.41  0.063
O3 -0.39 0.12 -7.09  0.035
H1 -2.67 3.00 2.28  0.090
H2 -2.55 4.77 1.77  0.102
H3 -1.82 3.44 0.70  0.082
H4 0.32 3.19 0.82  0.098
H5 0.52 4.96 1.35  0.131
H6 1.40 3.12 3.58  0.119
H7 2.40 4.46 2.80  0.116
H8 2.00 1.88 1.07  0.077
H9 2.83 1.51 2.68  0.118
H10 4.16 3.94 1.42  0.116
H11 4.89 2.35 1.98  0.111
H12 5.12 2.97 -0.65  0.114
H13 3.33 2.56 -0.79  0.099
H14 5.48 0.78 -1.25  0.095
H15 5.35 0.45 0.55  0.123
H16 3.62 -1.19 -0.04  0.130
H17 2.56 0.35 -0.47  0.065
H18 3.12 -1.66 -2.47  0.107
H19 4.78 -0.91 -2.35  0.122
H20 3.46 1.54 -2.68  0.165
H21 4.39 -0.39 -4.83  0.179
H22 5.30 0.57 -3.84  0.180
H23 4.94 2.57 -4.72  0.155
H24 4.71 1.50 -6.18  0.152
H25 2.60 2.31 -6.54  0.132
H26 2.82 3.46 -5.14  0.135
H27 0.78 1.68 -5.29  0.109
H28 1.31 1.38 -1.86  0.100
H29 -0.07 1.27 -3.05  0.136
H30 -0.70 -0.92 -2.60  0.123
H31 0.99 -1.59 -2.16  0.099
H32 -0.28 0.67 -0.32  0.099
H33 0.83 -0.81 0.15  0.110
H34 -2.35 -0.88 -0.52  0.122
H35 -1.26 -2.36 -0.08  0.114
H36 -0.58 -1.00 2.16  0.117
H37 -2.33 -1.58 2.10  0.089
H38 -1.06 1.05 1.91  0.048
H39 -2.24 0.90 0.80  0.053
H40 0.35 -0.96 -4.77  0.139
H41 1.92 -1.72 -4.23  0.114
H42 2.08 -1.91 -6.55  0.147
H43 3.02 -0.34 -6.44  0.102
H44 -0.51 1.08 -6.89  0.125
C22 -6.14 -3.63 7.42  -0.092
C23 -5.88 -2.74 6.21  -0.273
N4 -4.61 -3.02 5.54  -0.194
C24 -4.22 -1.98 4.59  -0.254
C25 -5.12 -1.75 3.37  -0.095
C26 -4.41 -4.39 5.08  -0.250
C27 -5.45 -4.98 4.13  -0.087
H45 -5.30 -3.60 8.12  0.080
H46 -7.03 -3.30 7.94  0.074
H47 -6.30 -4.67 7.12  0.064
H48 -5.86 -1.71 6.58  0.118
H49 -6.73 -2.81 5.53  0.099
H50 -3.20 -2.17 4.24  0.097
H51 -4.15 -1.03 5.14  0.112
H52 -5.01 -2.55 2.64  0.052
H53 -4.83 -0.82 2.87  0.064
H54 -6.17 -1.66 3.65  0.068
H55 -4.36 -5.04 5.96  0.102
H56 -3.42 -4.48 4.63  0.113
H57 -6.48 -4.79 4.45  0.068
H58 -5.32 -6.06 4.08  0.073
H59 -5.33 -4.60 3.11  0.052

Here is a structure of composition C51H59F9O6Zn at a distorted geometry from the Open Molecules 2025 dataset. Energies are from ωB97M-V/def2-TZVPD.

Output
E = -5108.28856 a.u.
LUMO = -0.026 eV
E_HOMO = -9.196 eV
Largest force on an atom = 0.032 hartree/bohr

Last column: Löwdin charge in e.
Geometry (Å):
Zn1 0.78 -3.44 -0.98  0.896
C1 1.09 -0.98 -1.89  -0.430
O1 1.16 -1.29 -0.50  -0.139
O2 0.84 -2.15 -2.47  -0.180
C2 0.06 0.13 -2.18  -0.542
F1 -0.19 0.17 -3.50  0.143
F2 -1.13 -0.02 -1.57  0.147
F3 0.58 1.33 -1.87  0.123
C3 1.28 -0.28 0.49  -0.228
C4 1.31 -0.85 1.87  -0.045
H1 1.13 -0.08 2.62  0.076
H2 0.65 -1.70 2.06  0.059
H3 2.24 -1.36 2.12  0.078
H4 0.44 0.42 0.40  0.100
H5 2.17 0.33 0.29  0.107
H6 2.07 -0.54 -2.16  0.162
C5 0.78 -6.37 1.52  -0.096
C6 1.63 -5.12 1.33  -0.418
O3 0.93 -4.09 0.73  -0.349
H7 1.37 -7.28 1.68  0.067
H8 0.18 -6.57 0.63  0.063
H9 0.07 -6.18 2.32  0.060
H10 2.54 -5.41 0.77  0.097
H11 1.96 -4.79 2.33  0.104
F4 7.08 -0.35 -2.61  0.067
C7 6.95 -0.92 -1.41  -0.291
C8 5.71 -0.93 -0.80  -0.027
C9 5.54 -1.55 0.43  -0.077
C10 6.61 -2.23 0.99  -0.097
C11 7.83 -2.29 0.33  -0.078
C12 8.01 -1.61 -0.87  -0.014
H12 4.91 -0.48 -1.38  0.106
H13 4.62 -1.49 0.99  0.095
H14 6.49 -2.78 1.92  0.103
H15 8.69 -2.68 0.87  0.106
H16 8.93 -1.78 -1.42  0.119
F5 -3.36 -0.86 5.98  0.056
C13 -3.15 -1.91 5.17  -0.282
C14 -2.22 -1.78 4.15  -0.017
C15 -1.97 -2.88 3.35  -0.077
C16 -2.69 -4.05 3.53  -0.093
C17 -3.62 -4.15 4.56  -0.082
C18 -3.88 -3.07 5.38  -0.017
H17 -1.61 -0.88 4.18  0.111
H18 -1.18 -2.87 2.60  0.089
H19 -2.50 -4.93 2.93  0.096
H20 -4.11 -5.11 4.65  0.105
H21 -4.59 -3.15 6.19  0.118
F6 2.07 2.68 2.54  0.052
C19 2.84 1.97 3.39  -0.296
C20 3.81 1.15 2.85  -0.032
C21 4.59 0.37 3.67  -0.075
C22 4.36 0.42 5.05  -0.093
C23 3.42 1.28 5.59  -0.078
C24 2.63 2.06 4.75  -0.011
H22 3.90 1.11 1.77  0.101
H23 5.38 -0.26 3.29  0.096
H24 5.09 -0.11 5.65  0.101
H25 3.44 1.48 6.65  0.106
H26 1.89 2.71 5.19  0.118
F7 -3.65 2.98 4.69  0.063
C25 -2.91 3.32 3.62  -0.288
C26 -2.82 4.66 3.29  -0.015
C27 -1.97 5.03 2.26  -0.076
C28 -1.34 4.06 1.48  -0.098
C29 -1.50 2.72 1.80  -0.072
C30 -2.29 2.35 2.87  -0.011
H27 -3.27 5.41 3.93  0.118
H28 -1.74 6.07 2.07  0.107
H29 -0.70 4.34 0.65  0.087
H30 -1.03 1.94 1.21  0.090
H31 -2.45 1.31 3.13  0.105
F8 5.11 6.18 -0.11  0.054
C31 4.70 4.92 -0.35  -0.284
C32 5.65 3.93 -0.40  -0.010
C33 5.24 2.61 -0.60  -0.074
C34 3.93 2.37 -1.00  -0.101
C35 3.00 3.39 -0.98  -0.073
C36 3.36 4.68 -0.59  0.000
H32 6.70 4.14 -0.20  0.119
H33 5.94 1.81 -0.40  0.094
H34 3.65 1.36 -1.28  0.073
H35 2.00 3.25 -1.38  0.090
H36 2.64 5.48 -0.63  0.117
F9 -4.17 0.46 -5.24  0.051
C37 -4.80 1.11 -4.24  -0.281
C38 -4.10 1.51 -3.11  -0.036
C39 -4.79 2.04 -2.03  -0.085
C40 -6.13 2.38 -2.17  -0.087
C41 -6.79 2.10 -3.35  -0.078
C42 -6.11 1.49 -4.41  -0.014
H37 -3.05 1.22 -3.09  0.103
H38 -4.20 2.21 -1.14  0.105
H39 -6.70 2.80 -1.36  0.104
H40 -7.83 2.35 -3.49  0.106
H41 -6.62 1.26 -5.33  0.119
C43 -1.12 -2.60 -5.11  -0.009
C44 -2.53 -3.13 -5.24  -0.486
O4 -2.73 -4.23 -5.70  0.056
C45 -3.67 -2.32 -4.66  -0.017
H42 -1.13 -1.51 -5.00  0.066
H43 -0.48 -2.78 -5.97  0.090
H44 -0.72 -3.07 -4.22  0.077
H45 -4.19 -1.80 -5.45  0.080
H46 -3.32 -1.68 -3.85  0.059
H47 -4.33 -3.06 -4.19  0.078
C46 -3.38 -2.10 -0.55  0.006
C47 -2.50 -3.27 -0.81  -0.437
O5 -1.29 -3.16 -0.77  0.019
C48 -3.15 -4.58 -1.17  0.012
H48 -4.26 -2.37 0.03  0.097
H49 -3.80 -1.74 -1.50  0.083
H50 -2.84 -1.30 -0.05  0.083
H51 -3.90 -4.39 -1.94  0.087
H52 -3.63 -5.07 -0.33  0.095
H53 -2.41 -5.26 -1.59  0.092
C49 -1.68 3.84 -2.00  -0.014
C50 -1.37 4.59 -3.29  -0.492
O6 -0.28 4.54 -3.80  0.077
C51 -2.50 5.39 -3.90  -0.017
H54 -2.21 4.60 -1.42  0.087
H55 -0.75 3.63 -1.49  0.057
H56 -2.29 2.97 -2.17  0.042
H57 -3.36 4.73 -4.05  0.081
H58 -2.19 5.75 -4.87  0.083
H59 -2.80 6.19 -3.23  0.085

Here is a structure of composition C2H3O2Tl at a distorted geometry from the Open Molecules 2025 dataset. Energies are from ωB97M-V/def2-TZVPD.

Output
E = -400.40519 a.u.
LUMO (alpha / beta) = -6.983 / -7.313 eV
E_HOMO (alpha / beta) = -14.738 / -14.843 eV
2S+1 = 2
Largest force on an atom = 0.150 hartree/bohr
Expectation value of S² = 0.7924
Total charge = +1

Last column: Löwdin charge in e.
Geometry (Å):
O1 -1.15 -2.14 -0.74  -0.473
C1 0.21 -0.71 -0.98  -0.028
O2 0.95 -0.18 -0.10  -0.007
C2 0.45 0.84 0.83  0.062
H1 0.83 1.81 0.50  0.124
H2 -0.64 0.80 0.86  0.113
H3 0.88 0.57 1.80  0.124
Tl1 -1.54 -0.99 -2.18  1.086

Here is a structure of composition C22H25ClF3N2O5RhS at a distorted geometry from the Open Molecules 2025 dataset. Energies are from ωB97M-V/def2-TZVPD.

Output
E = -2607.62570 a.u.
LUMO = 0.108 eV
E_HOMO = -7.460 eV
Largest force on an atom = 0.042 hartree/bohr

Last column: Löwdin charge in e.
Geometry (Å):
Rh1 0.35 -0.29 -0.51  0.936
C1 -0.20 2.61 3.14  -0.012
N1 -0.96 1.37 3.08  -0.125
C2 -1.14 0.67 4.33  -0.030
C3 -1.13 0.76 1.89  -0.426
O1 -0.81 1.29 0.82  0.007
C4 -1.70 -0.65 1.92  -0.119
O2 -1.73 -1.21 0.62  -0.160
C5 -2.84 -0.87 -0.18  -0.101
C6 -2.40 -0.45 -1.58  -0.373
O3 -1.24 -0.08 -1.81  -0.068
N2 -3.33 -0.42 -2.53  -0.108
C7 -2.98 0.00 -3.89  -0.004
C8 -4.70 -0.86 -2.31  -0.027
H1 -0.77 3.37 3.68  0.093
H2 0.00 2.96 2.13  0.092
H3 0.75 2.44 3.65  0.098
H4 -1.23 1.40 5.13  0.094
H5 -0.28 0.02 4.55  0.102
H6 -2.04 0.07 4.33  0.086
H7 -2.68 -0.69 2.39  0.137
H8 -1.00 -1.27 2.48  0.125
H9 -3.39 -0.01 0.23  0.151
H10 -3.52 -1.72 -0.23  0.134
H11 -1.91 0.20 -3.94  0.090
H12 -3.54 0.90 -4.15  0.098
H13 -3.22 -0.80 -4.58  0.089
H14 -4.75 -1.95 -2.24  0.093
H15 -5.30 -0.55 -3.17  0.094
H16 -5.13 -0.41 -1.42  0.093
Cl1 6.41 1.70 5.35  0.657
C9 5.14 1.17 4.29  -0.669
C10 4.38 0.06 4.64  -0.101
C11 3.37 -0.35 3.80  -0.015
C12 3.12 0.33 2.61  -0.134
C13 3.89 1.43 2.27  -0.007
C14 4.90 1.86 3.12  -0.096
C15 2.01 -0.13 1.71  -0.572
O4 1.97 0.40 0.54  -0.125
O5 1.17 -0.95 2.09  -0.010
H17 4.59 -0.46 5.57  0.103
H18 2.76 -1.21 4.04  0.118
H19 3.70 1.94 1.34  0.123
H20 5.51 2.72 2.87  0.105
F1 2.66 -0.07 -2.14  0.063
C16 1.45 0.47 -1.98  -0.663
F2 0.86 0.41 -3.21  0.048
F3 1.64 1.80 -1.75  0.066
S1 0.90 -2.39 -1.05  0.712
C17 -0.27 -2.84 -2.29  -0.625
C18 -0.09 -2.51 -3.64  -0.105
C19 -1.04 -2.87 -4.58  -0.093
C20 -2.17 -3.58 -4.21  -0.110
C21 -2.35 -3.93 -2.88  -0.103
C22 -1.41 -3.56 -1.93  -0.132
H21 0.79 -1.96 -3.93  0.102
H22 -0.88 -2.60 -5.62  0.106
H23 -2.91 -3.87 -4.95  0.099
H24 -3.22 -4.51 -2.58  0.100
H25 -1.54 -3.83 -0.89  0.100